{
  "formula": "C36H54ClI2N4O11S4",
  "method": "the ωB97M-V functional and the def2-TZVPD basis",
  "elements": ["C", "C", "I", "C", "I", "C", "C", "C", "C", "C", "C", "C", "C", "S", "C", "S", "N", "C", "C", "C", "C", "C", "C", "C", "C", "C", "C", "C", "C", "C", "S", "C", "C", "C", "O", "Cl", "C", "C", "N", "C", "C", "C", "C", "S", "C", "N", "N", "C", "O", "H", "H", "H", "H", "H", "H", "H", "H", "H", "H", "H", "H", "H", "H", "H", "H", "H", "H", "H", "H", "H", "H", "H", "H", "H", "H", "H", "H", "H", "H", "H", "H", "H", "H", "H", "H", "O", "H", "H", "O", "H", "H", "O", "H", "H", "O", "H", "H", "O", "H", "H", "O", "H", "H", "O", "H", "H", "O", "H", "H", "O", "H", "H"],
  "xyz": [[-1.2492, -1.6563, 5.2896], [-2.6911, -1.2742, 4.6825], [-3.9177, -3.0610, 4.1993], [-2.6672, -0.1837, 3.4912], [-1.0607, 1.3296, 3.7228], [-2.5106, -0.7813, 2.0223], [-1.4565, -1.9338, 1.8382], [-1.2087, -2.6161, 0.4306], [-0.1342, -3.7591, 0.3068], [0.1148, -4.3680, -1.0909], [1.2082, -5.5003, -1.3761], [1.9951, -6.0157, -0.0779], [2.9396, -4.9202, 0.6260], [3.4029, -3.4910, -0.4966], [4.9949, -2.8522, 0.1960], [6.2329, -3.9688, 0.4966], [5.2953, -1.4362, 0.4974], [4.7342, -0.5058, -0.5011], [3.9373, 0.8053, -0.1596], [3.3984, 1.7886, -1.2653], [3.6332, 1.5149, -2.7855], [4.4134, 0.1943, -3.1397], [4.9445, -0.7751, -2.0442], [4.9643, -1.0605, 1.8877], [3.7422, -1.6406, 2.6960], [3.5610, -1.1051, 4.1702], [4.5147, -0.0545, 4.8245], [5.7161, 0.5399, 4.0059], [5.8973, 0.0216, 2.5562], [-0.7575, -3.8423, -2.2998], [-0.5353, -4.4951, -4.0291], [-1.8490, -2.7182, -2.1653], [-2.6605, -2.2453, -3.4614], [-1.7912, -1.3683, -4.4903], [-2.1802, -1.3202, -5.6847], [-0.3052, -0.4293, -4.0027], [-2.0769, -2.0799, -0.7476], [-3.1020, -0.9239, -0.4626], [-3.2715, -0.3134, 0.8501], [-4.2512, 0.8315, 1.0310], [-4.3255, 1.7804, -0.2995], [-4.5122, 3.3506, 0.1065], [-4.5462, 4.1759, -1.2986], [-2.8878, 4.3105, -2.1237], [-1.6177, 4.9690, -0.9544], [-1.6930, 6.0390, -0.0001], [-0.4388, 6.0319, 0.5714], [0.4169, 5.0374, -0.0127], [-0.3515, 4.3351, -1.0065], [-0.3682, -1.4896, 4.5833], [-1.0228, -1.0236, 6.2343], [-1.2416, -2.7528, 5.6256], [-3.2731, -0.7770, 5.5523], [-3.6430, 0.4310, 3.6024], [-0.8383, -2.3620, 2.7016], [0.4233, -4.0747, 1.2496], [0.6466, -6.4094, -1.8180], [1.9056, -5.1394, -2.2298], [2.6888, -6.8768, -0.4203], [1.2908, -6.4997, 0.7048], [3.8716, -5.4885, 1.0126], [2.4757, -4.4365, 1.5663], [3.7360, 1.1118, 0.9203], [2.8283, 2.7150, -0.9285], [3.2595, 2.2628, -3.5629], [4.6022, -0.0300, -4.2395], [5.5344, -1.7202, -2.3116], [3.0315, -2.4209, 2.2297], [2.7055, -1.4932, 4.8412], [4.3933, 0.3236, 5.9025], [6.4617, 1.3051, 4.3995], [6.7647, 0.4490, 1.9292], [0.1440, -5.7059, -3.9867], [-3.0659, -3.1466, -4.0623], [-3.5733, -1.6179, -3.1782], [-3.7176, -0.5904, -1.3796], [-5.2902, 0.4139, 1.2577], [-3.9092, 1.5532, 1.8701], [-5.2538, 1.4600, -0.8874], [-3.3743, 1.7345, -0.9309], [-3.5959, 3.7447, 0.6800], [-5.5002, 3.4923, 0.6715], [-5.0323, 5.1996, -1.1051], [-5.2699, 3.6027, -2.0116], [1.4933, 4.8121, 0.2803], [-4.6125, 7.7167, -1.0052], [-4.6204, 7.5372, -1.9539], [-3.9590, 7.0965, -0.6542], [6.3810, 3.6081, 4.9378], [6.4872, 4.4458, 5.4080], [5.7714, 3.8190, 4.2187], [4.6014, 2.9545, 7.3465], [4.2678, 2.0587, 7.4758], [5.2294, 2.8692, 6.6147], [-3.2977, -2.0016, -8.3645], [-4.1682, -1.6044, -8.4901], [-3.0623, -1.7696, -7.4563], [-5.3320, 1.1273, 5.1492], [-4.5768, 1.0892, 5.7504], [-5.4985, 0.2032, 4.9223], [-0.2332, 2.7765, -4.4121], [-0.2874, 1.8147, -4.3375], [-0.9402, 3.0031, -5.0300], [1.4702, 1.8026, -6.9249], [1.0038, 1.2326, -7.5495], [1.0391, 1.6244, -6.0781], [2.6266, -2.2540, -3.7194], [2.6302, -2.8743, -2.9787], [1.8334, -1.7219, -3.5752], [-7.4413, 3.4624, -2.5490], [-8.3619, 3.7544, -2.5473], [-7.2457, 3.3133, -3.4830]],
  "total_energy_ev": -138728.99243,
  "e_above_lowest_kcal_mol": 457.4,
  "largest_force_ev_per_a": 6.5,
  "charge": 1,
  "homo_ev": -9.98
}